[1]
C36H39N9O13P | wB97M-V/def2-TZVPD

Each line ends with the Mulliken charge.
Element x y z (Å)
P  -1.86  -2.05  -0.72  0.227
O  -1.92  4.42  1.71  -0.522
O  8.64  1.46  -4.17  -0.616
O  3.14  0.22  -1.43  -0.468
O  -0.05  5.48  2.11  -0.598
O  -4.59  -1.07  3.64  -0.612
O  -1.01  3.00  1.92  -0.317
O  -10.69  -4.79  -0.12  -0.579
O  -3.12  -2.72  0.29  -0.444
O  13.16  -0.84  -1.58  -0.588
O  6.83  2.11  -3.11  -0.603
O  15.03  0.22  -1.18  -0.578
O  -3.54  -2.83  4.43  -0.581
O  -10.34  -6.46  1.26  -0.604
N  -4.52  -2.28  3.91  0.983
N  5.07  -0.43  1.00  -0.673
N  -11.04  -5.53  0.81  0.996
N  -1.21  5.43  1.69  0.996
N  7.50  1.26  -3.72  0.970
N  -0.43  -3.15  -0.50  -0.606
N  13.87  0.18  -1.60  0.956
N  0.16  -0.03  -0.37  -0.064
N  -1.93  0.66  0.87  -0.010
C  -1.78  6.66  1.13  0.196
C  -6.74  -5.29  3.54  -0.637
C  11.44  2.56  -3.20  -0.181
C  -5.67  -3.12  3.57  0.040
C  -3.64  7.82  0.10  -0.564
C  -1.54  8.98  0.49  -0.444
C  3.01  0.63  -0.02  -0.135
C  -0.88  1.76  1.11  -0.194
C  -12.78  -6.11  2.48  -0.297
C  -7.85  -4.72  2.90  -0.045
C  0.47  1.28  0.32  0.217
C  7.63  -1.06  -4.60  -0.328
C  -3.10  6.66  0.66  -0.207
C  1.97  1.93  0.17  -0.412
C  5.76  -2.56  -4.36  -0.439
C  13.30  1.40  -2.17  0.014
C  -6.79  -2.55  2.94  -0.353
C  5.04  -1.58  -3.69  -0.382
C  6.91  -0.07  -3.93  0.043
C  13.54  3.72  -2.81  -0.351
C  -14.85  -4.86  2.57  -0.398
C  -12.36  -5.31  1.40  0.130
C  -14.02  -5.88  3.06  -0.462
C  -1.00  7.82  1.05  -0.333
C  -2.85  8.97  0.01  -0.397
C  12.22  3.72  -3.29  -0.577
C  4.52  0.95  0.58  -0.354
C  -5.65  -4.49  3.88  -0.284
C  -14.43  -4.08  1.49  -0.427
C  7.05  -2.31  -4.81  -0.500
C  -1.27  -0.38  0.00  0.050
C  14.08  2.56  -2.25  -0.422
C  5.61  -0.32  -3.47  -0.185
C  -7.87  -3.36  2.60  -0.415
C  -13.18  -4.30  0.91  -0.303
C  11.98  1.40  -2.64  -0.356
H  5.19  1.30  -0.31  0.153
H  -2.91  0.60  1.24  0.281
H  -2.79  -2.82  1.23  0.329
H  -12.15  -6.91  2.87  0.418
H  -8.74  -2.93  2.11  0.415
H  -4.66  7.83  -0.27  0.363
H  2.06  2.55  -0.84  0.221
H  11.81  4.62  -3.73  0.375
H  -6.82  -1.49  2.70  0.429
H  -3.72  5.76  0.71  0.374
H  -14.36  -6.49  3.90  0.367
H  0.02  7.84  1.42  0.421
H  7.61  -3.09  -5.33  0.377
H  11.36  0.51  -2.58  0.475
H  -6.73  -6.35  3.77  0.383
H  -3.27  9.88  -0.43  0.374
H  0.73  -0.68  -0.95  0.415
H  2.57  -0.23  0.68  0.165
H  0.32  -2.63  0.04  0.229
H  -1.48  2.70  2.77  0.409
H  4.49  1.67  1.50  0.347
H  -12.87  -3.67  0.07  0.425
H  8.64  -0.88  -4.96  0.443
H  -15.08  -3.29  1.12  0.368
H  4.49  -0.79  1.81  0.260
H  15.10  2.58  -1.88  0.424
H  4.82  -1.09  0.21  0.295
H  14.14  4.62  -2.88  0.372
H  2.70  0.86  -2.05  0.343
H  5.30  -3.54  -4.53  0.375
H  -15.82  -4.68  3.03  0.368
H  2.29  2.65  1.03  0.382
H  -4.79  -4.94  4.37  0.440
H  10.42  2.57  -3.57  0.477
H  -0.70  -3.94  0.14  0.316
H  -8.70  -5.35  2.63  0.239
H  4.03  -1.78  -3.34  0.363
H  -0.94  9.88  0.42  0.371
H  5.03  0.44  -2.94  0.445

Calculated values
Molar mass: 836.7 Da
ΔE to the lowest compared entry with this formula, charge and spin: 668.1 kJ/mol
Total charge: +1
Kohn-Sham gap: 7.0 eV
E_LUMO: -3.80 eV
Multiplicity: 1


[2]
C36H40B2F3INO7S | wB97M-V/def2-TZVPD

Each line ends with the Mulliken charge.
Element x y z (Å)
I  4.40  -4.35  0.61  -0.576
S  -3.92  -0.30  3.84  -0.222
F  1.12  -1.10  5.69  -0.290
F  1.05  1.05  5.61  -0.311
F  1.62  -0.08  3.84  -0.150
O  6.03  0.47  0.58  -0.622
O  -1.34  -3.83  -1.36  -0.597
O  3.88  -0.40  -3.04  -0.823
O  0.63  -3.39  2.89  -0.674
O  -1.11  5.34  1.06  -0.272
O  -0.09  6.83  -0.30  -0.535
O  3.98  0.06  1.69  -0.433
N  3.75  -2.68  -3.90  -0.105
C  -1.94  -1.61  -3.23  -0.142
C  1.99  7.07  1.74  -0.515
C  0.30  -2.79  1.89  -0.640
C  -3.59  -1.09  1.20  0.001
C  -2.91  -1.75  0.16  0.089
C  2.67  -2.06  -1.55  -0.624
C  3.27  -2.03  -0.30  -0.851
C  -2.88  -1.08  -2.35  0.344
C  -1.19  -1.52  4.15  -1.825
C  -2.74  2.60  1.28  -0.125
C  4.10  -2.05  -5.18  -1.020
C  -3.02  -1.05  2.48  0.758
C  4.91  -3.47  -3.42  -0.977
C  0.59  -2.68  -0.55  0.170
C  -3.51  -1.90  -1.24  -2.191
C  -3.64  1.77  0.37  0.462
C  0.78  -0.07  4.89  0.661
C  0.79  6.49  1.86  -0.454
C  -1.66  -2.30  0.45  0.775
C  -4.92  -0.41  0.97  -1.626
C  -2.75  1.00  -3.59  -0.902
C  -1.09  -2.21  1.71  0.535
C  4.72  -1.62  -0.14  0.118
C  -1.45  4.41  0.01  -0.773
C  -0.66  -0.09  4.48  -0.171
C  -0.84  -3.02  -0.59  -0.385
C  2.51  -2.30  0.88  0.018
C  -4.85  1.13  1.08  -1.271
C  1.32  -2.44  -1.67  -0.977
C  -1.41  -0.85  -4.25  -0.745
C  -3.28  0.23  -2.57  0.042
C  -1.77  -1.60  2.77  0.902
C  1.18  -2.58  0.73  0.889
C  -1.80  0.47  -4.44  -0.535
C  -0.14  6.24  0.75  0.656
C  -1.44  2.99  0.53  -0.726
B  4.88  -0.33  0.72  0.383
B  3.45  -1.71  -2.87  1.473
H  5.99  0.92  -0.27  0.288
H  -1.33  2.36  -0.35  0.424
H  -4.00  2.43  -0.42  0.613
H  -3.01  1.02  -0.11  -0.500
H  -3.21  3.54  1.57  0.514
H  -5.63  -0.75  1.73  0.600
H  4.57  -4.16  -2.64  0.176
H  -1.96  -1.74  4.88  0.558
H  -2.44  2.05  2.17  -0.598
H  5.69  -2.85  -2.97  0.289
H  -5.35  -0.70  0.02  0.211
H  -0.40  -2.23  4.31  0.908
H  -1.39  1.03  -5.27  0.407
H  4.47  0.43  2.43  0.243
H  5.24  -2.46  0.45  -0.046
H  2.30  7.83  2.45  0.236
H  2.97  -2.24  1.85  0.653
H  -4.04  0.67  -1.94  0.329
H  -2.41  4.66  -0.42  0.293
H  -1.23  0.32  5.32  0.285
H  0.84  -2.49  -2.63  0.638
H  -3.37  -2.95  -1.51  0.667
H  2.73  6.79  0.99  0.248
H  -0.68  -1.29  -4.91  0.435
H  -1.61  -2.63  -3.15  0.667
H  4.27  -2.84  -5.91  0.352
H  -4.88  1.47  2.11  0.578
H  -0.56  2.81  1.14  0.343
H  -0.80  0.56  3.62  -0.132
H  -3.09  2.01  -3.74  0.441
H  3.38  0.16  -2.44  0.339
H  5.01  -1.45  -5.11  0.293
H  3.28  -1.43  -5.52  0.267
H  -4.57  -1.72  -1.26  0.801
H  -5.75  1.51  0.61  0.590
H  5.34  -4.02  -4.25  0.371
H  -3.33  0.90  3.85  0.120
H  0.46  6.18  2.85  0.367
H  5.26  -1.55  -1.08  0.077
H  -0.74  4.49  -0.81  0.465

Calculated values
Molar mass: 836.3 Da
Total charge: -1
Kohn-Sham gap: 4.9 eV
E_LUMO: 1.28 eV
Multiplicity: 1


[3]
C36H40CsN4O5S6 | wB97M-V/def2-TZVPD

Each line ends with the Mulliken charge.
Element x y z (Å)
Cs  -0.73  0.25  -1.41  1.654
S  -2.55  1.57  3.53  -0.025
S  0.71  3.56  -0.62  -0.004
S  0.93  1.37  2.10  0.258
S  3.66  -5.74  2.09  -0.150
S  4.29  2.73  -6.44  -0.198
S  -2.07  2.76  0.49  0.173
O  -3.35  0.57  -2.40  -0.660
O  -0.98  2.36  -3.32  -0.611
O  -2.84  3.58  -3.06  -0.785
O  -3.36  0.89  -4.63  -0.797
O  -1.33  -1.06  1.32  -0.548
N  1.86  -1.86  -0.74  0.355
N  -1.72  -2.34  3.15  0.587
N  2.14  0.16  -2.51  0.012
N  -3.43  -1.88  1.60  0.493
C  2.98  2.20  -5.46  0.382
C  -3.84  -1.43  0.28  -1.083
C  -0.34  -2.22  3.57  -0.922
C  4.07  -0.86  -3.51  1.073
C  1.83  2.90  -5.74  -0.671
C  2.38  -4.93  1.27  0.512
C  1.74  -2.81  0.14  -0.594
C  -3.66  2.80  2.77  -0.815
C  -1.95  4.46  -0.11  -1.197
C  3.12  1.14  -4.45  0.708
C  4.08  0.15  -4.48  -0.966
C  2.92  -1.89  -1.58  -0.285
C  3.70  -3.94  -0.62  -1.049
C  1.28  -6.36  2.73  -0.572
C  3.87  -2.92  -1.57  1.051
C  2.63  -3.90  0.25  0.745
C  -2.58  -3.15  3.99  -0.666
C  0.22  1.72  3.73  -0.727
C  3.29  3.87  -7.26  -0.355
C  1.84  2.91  1.79  -1.131
C  -3.08  1.21  -3.47  0.346
C  1.07  4.03  1.09  -0.304
C  -4.31  -2.81  2.27  -0.637
C  -2.25  2.51  -3.28  0.601
C  -0.72  4.60  -1.02  -0.495
C  1.17  -5.36  1.73  -0.746
C  -3.70  2.71  1.25  -0.863
C  2.18  1.11  -3.40  -0.810
C  2.57  -6.68  3.01  -0.421
C  -1.05  2.56  3.79  -0.151
C  5.02  -1.93  -3.46  -0.976
C  -2.12  -1.73  1.98  -0.082
C  2.03  3.86  -6.77  -0.681
C  4.93  -2.91  -2.53  -0.993
C  -4.04  -2.81  3.76  -0.717
C  3.04  -0.82  -2.55  -0.296
H  -4.15  1.77  0.94  0.164
H  -3.25  -0.59  -0.06  0.117
H  -2.82  4.68  -0.73  0.562
H  -3.33  3.79  3.11  0.323
H  2.25  3.26  2.74  0.434
H  4.82  0.14  -5.27  0.437
H  -3.75  -2.23  -0.46  0.202
H  1.24  4.50  -7.14  0.405
H  5.82  -1.95  -4.20  0.401
H  0.23  -4.99  1.34  0.605
H  -4.24  -1.81  4.16  0.261
H  0.04  0.74  4.19  0.112
H  0.43  -6.84  3.20  0.386
H  -5.34  -2.50  2.07  0.369
H  -4.32  3.51  0.83  0.483
H  1.42  1.89  -3.32  0.184
H  -1.00  4.25  -2.02  0.017
H  2.94  -7.40  3.72  0.435
H  -2.31  -2.97  5.03  0.356
H  -1.12  3.06  4.76  0.451
H  0.13  4.23  1.60  -0.167
H  -1.91  5.15  0.74  0.454
H  -4.20  -3.83  1.86  0.274
H  -0.42  5.64  -1.07  0.525
H  1.67  4.95  1.12  0.463
H  0.89  -2.74  0.81  0.036
H  0.19  -1.58  2.87  0.009
H  2.69  2.61  1.17  0.423
H  5.66  -3.71  -2.51  0.393
H  -2.40  -4.22  3.79  0.276
H  3.71  4.48  -8.04  0.424
H  -4.65  2.63  3.20  0.479
H  1.00  2.20  4.33  0.474
H  -4.68  -3.52  4.27  0.373
H  4.40  -4.77  -0.58  0.495
H  -0.28  -1.79  4.57  0.372
H  -1.04  3.32  3.00  -0.335
H  -4.88  -1.12  0.32  0.379
H  0.89  2.73  -5.22  0.706
H  0.14  -3.21  3.59  0.275

Calculated values
Molar mass: 934.0 Da
ΔE to the lowest compared entry with this formula, charge and spin: 26.1 kJ/mol
Total charge: -1
Kohn-Sham gap: 5.0 eV
E_LUMO: 1.59 eV
Multiplicity: 1